Entry 1:
Below is an isolated molecule of C3H4FNOS2, with properties calculated with ωB97M-V/def2-TZVPD.

The geometry in XYZ format:
```
12
Properties=species:S:1:pos:R:3:forces:R:3:mulliken_charge:R:1
C 0.264041 0.020922 -0.006133 -1.357 -1.642 0.694 0.574
C 0.434391 -1.438985 0.187473 0.321 -2.175 2.644 -0.203
C 0.294034 0.641419 1.309896 1.323 2.062 0.752 0.318
H -1.295915 0.928203 -2.945877 -0.216 0.676 0.079 0.152
H 1.372388 -1.673817 0.857185 -1.806 0.320 -1.597 0.267
H -0.530955 -1.766394 0.912965 2.408 0.508 -2.231 0.245
H -0.754386 2.474792 0.320432 0.051 0.033 -0.163 0.171
N -0.353357 0.602215 -0.918310 -0.219 1.487 -1.716 -0.455
O 0.778508 0.041973 2.227491 -0.168 -0.165 0.959 -0.504
F 0.487718 -2.144752 -1.005834 -0.165 0.259 0.715 -0.284
S -0.622821 -0.070558 -2.404770 0.087 -1.056 -0.422 -0.083
S -0.073645 2.384981 1.465482 -0.258 -0.307 0.285 -0.197
```
Positions in Å, forces in eV/Å.

Energy = -31099.4779 eV
ΔE to the lowest compared entry with this formula, charge and spin = 1.665 eV
Net charge = 0
SMILES string = O=C(S)/C(CF)=N/S


Entry 2:
Below is an isolated molecule of C2H3N3O, with properties calculated with ωB97M-V/def2-TZVPD.

The geometry in XYZ format:
```
9
Properties=species:S:1:pos:R:3:forces:R:3:mulliken_charge:R:1
C 0.529927 0.506803 0.028467 5.860 3.471 -2.095 0.494
C -1.457644 -0.021301 0.135383 -1.050 -2.327 -0.743 0.075
H -2.610038 -0.063813 0.171514 2.169 0.011 0.002 0.313
H -0.737461 -1.901649 0.909752 -0.709 1.425 -3.781 0.305
H 1.433657 -1.347887 -0.451525 -2.898 2.618 1.840 0.336
N -0.718820 1.010919 0.178397 -2.147 0.233 0.447 -0.387
N -0.645643 -1.323539 -0.138709 -3.385 -0.316 5.495 -0.425
N 0.585191 -0.763535 0.054664 2.711 -7.881 -1.755 -0.057
O 1.616881 0.991679 -0.284162 -0.551 2.766 0.590 -0.655
```
Positions in Å, forces in eV/Å.

Energy = -8637.4278 eV
ΔE to the lowest compared entry with this formula, charge and spin = 3.067 eV
Net charge = 0
SMILES string = O=c1nc[nH][nH]1


Entry 3:
Below is C6H15F8LiN4O20PS8 as an isolated structure, with properties calculated with ωB97M-V/def2-TZVPD.

The geometry in XYZ format:
```
63
Properties=species:S:1:pos:R:3:forces:R:3:mulliken_charge:R:1
Li -12.754229 2.296257 8.014127 0.533 -0.077 0.011 0.949
N -7.861145 0.933923 8.851887 -1.625 3.285 -0.417 -0.561
S -8.799708 0.903697 7.568571 -0.659 -3.596 -2.566 1.116
O -8.086057 1.083473 6.319222 -0.275 0.884 0.781 -0.724
O -10.173820 1.321981 7.671528 1.113 0.845 0.172 -0.158
F -9.026846 -0.684254 7.464570 0.356 -0.159 0.529 -0.351
S -8.266970 2.511782 9.317429 1.104 1.132 1.932 1.060
O -9.301011 2.570967 10.297055 0.156 -0.362 -0.311 -0.541
O -8.183105 3.617605 8.378899 0.165 -1.884 0.329 -0.545
F -6.928905 2.709031 10.204734 0.043 -0.119 -0.175 -0.350
N -14.685802 2.934197 8.655650 -3.356 -2.480 -0.421 -0.142
S -15.979891 1.857863 8.295270 1.082 0.487 -3.534 0.916
O -17.221105 1.915133 9.008347 0.768 0.178 0.297 -0.611
O -15.453903 0.610183 7.824499 -0.445 0.286 0.686 -0.522
F -16.376799 2.582516 6.899249 0.123 -0.068 0.472 -0.317
S -14.825097 2.845337 10.218179 3.019 1.151 4.567 0.954
O -14.933484 1.552593 10.859913 -1.032 0.677 -1.122 -0.540
O -15.497221 3.967867 10.822886 -0.178 -0.680 -0.514 -0.683
F -13.277361 3.135164 10.525111 -0.394 0.401 -0.236 -0.246
N -13.081661 5.759377 7.653135 1.791 0.139 -2.502 -0.323
S -12.480776 5.864377 6.130182 -1.527 1.878 -1.363 1.079
O -11.723888 4.773799 5.592141 0.013 0.331 0.543 -0.513
O -12.037782 7.224451 5.839460 -0.565 -1.558 -0.029 -0.666
F -13.884141 5.714523 5.337446 0.437 0.304 0.533 -0.308
S -11.725976 5.443094 8.421527 -0.015 -1.007 3.557 0.930
O -10.581307 6.306790 8.308575 -0.697 -0.572 -0.600 -0.579
O -11.522068 4.011784 8.515881 0.096 1.003 -0.117 -0.467
F -12.312984 5.899088 9.858227 0.294 -0.502 -0.422 -0.345
N -10.944128 -1.343387 10.433673 -0.085 -4.114 -1.997 -0.341
S -11.116504 -2.830777 9.594099 1.098 1.488 -0.952 1.101
O -11.534466 -2.707264 8.214449 0.155 0.066 1.075 -0.543
O -11.621881 -3.956015 10.315960 0.252 0.218 0.488 -0.622
F -9.556144 -3.074843 9.466004 0.023 -0.234 0.350 -0.260
S -12.343806 -0.716192 10.206502 -3.356 3.450 0.859 0.973
O -13.529359 -1.558777 10.096863 1.729 0.353 -0.347 -0.653
O -12.306800 0.498770 9.404696 -0.120 -1.356 0.446 -0.358
F -12.514974 -0.151575 11.700966 0.074 0.184 -0.229 -0.357
C -15.564180 2.190553 2.158659 0.147 0.093 -0.976 -1.007
C -14.125250 2.677757 2.342811 -0.095 -0.258 -0.734 -0.313
O -13.869715 2.891422 3.728682 -0.451 0.026 -0.058 -0.232
P -13.206704 1.754838 4.599879 2.458 0.324 0.105 -0.803
O -13.064417 2.077698 6.022114 -0.763 -0.365 0.044 1.513
O -13.921048 0.399311 4.194654 -0.058 0.182 0.053 -0.196
C -14.317766 -0.626801 5.145328 -0.699 0.614 0.277 0.373
C -14.327960 -1.928681 4.422102 0.966 -0.497 -0.933 -1.477
O -11.773707 1.624405 3.883245 -1.032 0.147 -0.142 -0.338
C -10.646707 1.156900 4.669753 -0.199 -0.013 -0.272 0.584
C -9.569206 0.724015 3.702694 0.631 0.483 -0.474 -1.632
H -15.769809 1.651213 1.224458 0.769 -0.550 0.157 0.329
H -15.768481 1.555971 3.014810 -0.700 0.151 -0.069 0.231
H -16.235532 3.026681 1.947123 -0.121 0.180 1.194 0.314
H -13.362866 2.007291 1.940564 -0.197 -0.282 0.054 0.209
H -13.993830 3.603298 1.780525 0.151 0.289 0.496 0.387
H -13.660865 -0.638627 6.014297 -0.002 0.127 -0.025 0.066
H -15.323014 -0.343306 5.460754 0.128 -0.126 0.299 0.220
H -14.667811 -2.757773 5.039337 -0.222 0.129 0.044 0.429
H -14.864703 -1.864175 3.472000 -0.473 -0.012 0.264 0.293
H -13.310658 -2.173456 4.094934 0.062 -0.026 0.268 0.312
H -10.370645 1.959261 5.350054 0.215 -0.091 -0.158 0.037
H -10.990016 0.312267 5.273095 0.232 -0.015 0.060 0.175
H -8.654547 0.487431 4.248051 -0.344 -0.586 0.078 0.385
H -9.915840 -0.052586 3.017058 0.024 -0.395 0.414 0.341
H -9.207108 1.496444 3.012260 -0.521 0.497 0.264 0.346
```
Positions in Å, forces in eV/Å.

Energy = -171294.9577 eV
ΔE to the lowest compared entry with this formula, charge and spin = 0.000 eV
Net charge = -3